[1]
A cluster of 16 separate species, C54H147N7O29 in total at a distorted geometry, computed with wB97M-V/def2-TZVPD.

Last column: Löwdin charge in e.
Cartesian coordinates (Å):
H -9.30 -2.53 -4.84  0.09
C 1.95 -0.79 -0.51  -0.20
C 10.10 2.85 -4.58  -0.09
H -3.13 -4.06 7.25  0.12
O -3.22 0.66 1.67  -0.03
H 9.56 1.33 -2.43  0.12
O 3.47 -3.98 2.51  -0.07
O 3.45 7.41 -2.88  -0.07
H 3.31 4.49 -4.48  0.11
H -2.08 -6.84 -3.05  0.08
H 8.88 -0.09 -3.43  0.12
H 5.56 0.05 -1.79  0.10
C 2.44 4.22 3.62  -0.21
H -4.18 -1.38 4.06  0.06
O 9.81 1.43 -4.45  -0.20
C 0.18 -6.04 0.08  -0.24
C -0.37 4.51 -1.00  -0.25
O -1.02 -5.50 0.61  -0.05
H 4.00 8.19 -2.78  0.10
C -3.33 -1.18 9.71  -0.08
N -7.64 1.62 1.58  -0.04
O -6.03 0.96 4.09  -0.22
C 7.66 1.66 -3.30  -0.21
H 0.18 0.11 -0.85  0.13
H 4.56 6.74 -4.62  0.12
H 1.97 -1.86 3.06  0.06
H 1.63 -7.60 0.54  0.11
H -0.62 6.65 -1.27  0.11
H 2.51 5.08 0.40  0.11
N 6.99 1.55 -1.99  -0.06
C -5.13 1.69 -2.61  -0.08
H -11.62 -2.53 3.05  0.07
H 2.49 4.86 -3.05  0.09
O 4.12 1.74 6.29  -0.10
H 5.28 -2.54 3.65  0.12
H 6.96 0.62 0.43  0.11
C 3.13 -1.81 -4.07  -0.17
H -6.73 1.57 5.84  0.08
C 2.74 9.67 0.94  -0.12
C 3.22 2.36 -1.25  -0.11
O 2.12 8.42 1.06  -0.18
H -8.21 -3.82 -5.15  0.08
C 2.42 0.56 0.21  -0.14
C 3.00 5.48 5.49  -0.10
H 6.41 -2.48 2.23  0.10
H -8.09 0.82 -0.20  0.10
H 0.99 -2.80 -5.56  0.08
H 3.23 2.19 -2.33  0.08
H -11.21 -0.88 3.36  0.08
H 0.05 -2.77 -0.55  0.11
H -5.17 -2.51 9.00  0.12
H 3.61 6.45 2.64  0.10
H 6.76 -1.12 0.11  0.10
H 4.90 6.05 -3.16  0.11
O -9.89 -2.06 2.14  -0.22
H 4.41 -0.17 5.61  0.10
H 4.49 4.43 3.35  0.11
H -11.37 -1.42 0.79  0.11
H -11.25 -3.15 0.97  0.11
H 0.83 -5.19 -0.15  0.11
C -7.10 0.22 3.53  -0.24
H 1.93 0.73 1.16  0.10
H -7.21 -0.78 3.93  0.13
O -2.02 -6.33 -3.86  -0.08
C -7.57 1.71 0.16  -0.21
H 1.42 4.22 3.25  0.12
C -0.82 -5.53 -3.85  -0.21
O -1.40 -4.60 -6.02  -0.09
H -0.38 -0.41 1.56  0.01
O 2.20 -1.05 2.61  -0.04
C 2.93 5.35 -3.92  -0.17
H -4.01 -1.30 -1.54  0.07
H -4.68 -4.90 7.62  0.11
C -5.78 1.17 5.50  -0.05
H 5.46 -4.63 2.22  0.11
H 3.48 7.50 -0.20  0.11
H 0.66 4.37 -1.34  0.10
H 3.44 0.50 0.59  0.09
H 5.98 0.09 4.01  0.09
H -2.15 5.66 -1.34  0.12
H -3.82 0.28 1.02  0.01
H -0.34 4.55 0.09  0.12
H -5.07 1.95 5.76  0.09
H 0.62 -2.12 -2.23  0.10
H 3.98 5.64 5.04  0.08
H 3.27 0.83 4.66  0.10
H -3.82 -2.91 -0.97  0.09
O 2.19 5.38 4.35  -0.21
O -2.25 -1.62 -0.45  -0.17
C 4.76 -3.85 1.94  -0.22
H 0.69 -5.22 -5.42  0.09
H 1.39 -0.54 2.60  0.01
O -0.85 5.67 -2.99  -0.07
H 7.01 -0.54 -2.38  0.11
C 4.38 0.13 -6.90  -0.22
H -4.26 -1.61 0.14  0.07
C 5.45 -0.13 -7.99  -0.18
C 4.22 0.81 5.19  -0.19
C 4.24 -1.39 -9.80  -0.09
O -0.64 -0.14 2.44  -0.05
C -4.81 -4.03 5.08  -0.19
H 4.00 -2.01 -3.45  0.12
C -9.59 -2.21 -0.24  -0.20
H 2.01 -3.61 -6.79  0.09
C 9.06 0.98 -3.33  -0.19
H -5.67 2.68 -0.20  0.13
H 9.22 3.50 -4.61  0.06
H -2.49 -0.52 9.52  0.08
C 9.20 -0.40 1.07  -0.11
C 4.04 6.46 -3.70  -0.24
C 0.05 -1.99 -1.31  -0.16
H 3.01 3.43 -1.22  0.05
O 5.03 1.61 2.90  -0.10
N 3.58 5.74 1.92  -0.06
O -6.37 1.90 -1.91  -0.17
H -4.16 -0.51 9.47  0.08
H 4.61 -0.89 -10.70  0.08
H 4.66 -3.74 0.86  0.12
H -10.41 -2.19 4.27  0.08
C -3.45 -4.02 4.48  -0.24
H 10.76 3.27 -3.82  0.08
C -7.52 -3.19 -1.09  -0.19
H -10.27 -2.45 -1.06  0.10
C 0.89 -7.01 1.07  -0.20
C 6.63 0.17 -1.64  -0.18
H 1.88 7.11 -0.52  0.10
O 8.64 -0.17 -0.21  -0.20
H 2.70 3.38 4.27  0.11
C -1.09 5.72 -1.59  -0.21
H 3.90 3.64 2.05  0.09
H 2.17 10.50 1.36  0.08
H -4.14 -3.79 9.61  0.11
H 0.12 -6.70 -0.78  0.10
C 7.21 -0.20 -0.25  -0.19
H 0.00 -6.00 -3.32  0.10
H 2.44 -0.19 -5.27  0.10
O 2.14 1.67 -0.69  -0.18
C -6.20 1.78 -0.51  -0.23
C -4.18 -3.94 7.48  -0.22
H 3.41 0.23 -7.37  0.10
N 4.50 -0.78 -5.75  -0.03
H 8.83 0.21 1.89  0.08
C 2.48 5.96 1.05  -0.22
H -6.92 -4.06 -0.84  0.11
H 3.04 4.57 6.09  0.08
O -8.84 -3.65 -3.13  -0.17
H 3.87 -1.56 2.20  0.01
H -6.86 -2.44 -0.65  0.10
H -2.80 -4.79 4.90  0.12
H -9.78 -4.24 -4.90  0.09
C -7.86 -2.87 -2.58  -0.24
C -7.17 0.35 2.05  -0.23
H -1.61 3.55 -1.94  0.06
H -5.50 -3.50 4.42  0.10
N 0.56 -0.80 -0.63  -0.09
H -5.11 1.99 -3.66  0.09
H 5.67 0.67 -8.70  0.12
H -2.58 -0.74 3.79  0.07
H 6.34 -0.28 -7.39  0.12
H -1.53 0.20 2.33  -0.02
H 1.80 6.85 -4.43  0.06
H 10.60 2.98 -5.54  0.08
H -8.03 0.66 3.88  0.11
H 2.09 -1.87 -6.55  0.07
H -8.63 1.72 1.78  0.12
H -3.44 -4.23 3.41  0.12
N -4.85 -3.28 6.36  -0.07
C 5.38 -2.57 2.57  -0.22
H -4.31 2.31 -2.25  0.07
H -5.36 -4.94 5.29  0.12
C 3.63 4.48 2.68  -0.19
H 2.50 -0.78 -1.46  0.10
H -1.33 6.32 -3.51  0.09
H 3.11 -4.78 2.12  0.05
H -0.78 -4.75 1.16  0.08
H -8.03 -1.79 -2.69  0.12
H 4.03 -2.44 -9.99  0.08
H 6.28 2.25 -1.92  0.09
H -3.38 -1.46 10.76  0.08
H 3.70 9.57 1.45  0.09
H -5.60 0.14 5.81  0.08
H -1.09 -4.62 -3.30  0.10
H -4.26 -2.48 6.52  0.09
H 0.21 -7.72 1.54  0.12
C -4.30 -3.12 8.77  -0.22
O -2.83 -2.75 4.54  -0.20
C -3.62 -1.87 -0.70  -0.12
O 4.78 -1.48 1.90  -0.11
H 2.83 10.05 -0.07  0.08
H 4.07 2.28 -0.58  0.09
H 3.64 0.38 -4.22  0.10
H -6.20 -0.08 1.79  0.11
H -9.18 -4.12 -0.34  0.11
H -0.51 -6.34 -5.94  0.11
H -7.83 -0.44 1.70  0.11
H -4.66 0.73 -2.38  0.06
H 7.58 2.72 -3.52  0.10
H -3.78 1.26 2.18  0.06
H 3.26 1.62 6.71  0.08
H -9.23 -1.21 -0.48  0.10
H -1.68 -2.74 -2.17  0.09
C 5.45 1.02 4.18  -0.16
H -2.20 -4.77 -5.51  0.06
O 5.22 -1.36 -8.74  -0.22
C 3.40 -0.48 -4.85  -0.23
C 2.55 7.27 0.32  -0.20
C -3.20 -1.62 3.64  -0.04
C -0.38 -5.43 -5.36  -0.18
C 1.97 -2.82 -6.03  -0.06
H -8.06 2.64 -0.16  0.13
H 4.41 -1.74 -6.06  0.10
C -10.78 -1.88 3.29  -0.08
H 4.63 0.92 2.36  0.03
O 3.03 -2.91 -5.02  -0.23
H 4.62 1.14 -6.57  0.11
H 10.28 -0.28 1.03  0.09
C -9.04 -3.54 -4.51  -0.11
H 1.17 -6.45 2.93  0.09
H 8.82 -1.38 1.34  0.07
H 2.81 6.32 6.16  0.09
O -0.93 3.25 -1.34  -0.06
H 3.30 -0.95 -9.45  0.07
O 1.84 5.93 -4.71  -0.09
H -5.63 0.89 -0.23  0.09
H 6.28 1.63 4.53  0.11
H 7.10 1.18 -4.10  0.10
H -1.55 -0.98 -2.39  0.13
H 2.19 -1.89 -3.51  0.08
C -10.65 -2.23 0.92  -0.20
N -8.63 -3.30 -0.15  -0.06
C -1.46 -1.80 -1.67  -0.16
H 1.65 5.98 1.75  0.12
H 2.10 -1.73 0.01  0.11
O -3.11 -2.34 8.82  -0.20
O 1.53 -6.20 2.08  -0.08
H -3.45 -1.75 2.59  0.07
H -6.89 -3.10 -3.02  0.11

Summary:
Maximum force (eV/Å): 3.4
HOMO energy (eV): -7.9
Gap between HOMO and LUMO (Eh): 0.3004
Net charge: 0


[2]
A cluster of 17 separate species, C54H153N11O17 in total at a distorted geometry, computed with wB97M-V/def2-TZVPD.

Last column: Löwdin charge in e.
Cartesian coordinates (Å):
H -5.51 -5.39 -5.73  0.07
H 6.57 -0.84 5.05  0.13
H -3.32 1.53 2.75  0.12
H -2.91 6.25 -1.78  0.14
N 1.05 0.55 -5.98  0.05
O 6.74 -2.90 -0.95  -0.17
C -3.60 1.27 -4.18  -0.43
H -5.16 0.56 1.44  0.06
C 5.25 -0.81 -4.08  -0.18
C -4.03 2.28 0.85  -0.45
H 6.39 3.37 -2.28  0.09
H -0.34 7.00 -1.59  0.07
H 3.81 6.76 -3.70  0.08
C 6.85 -2.98 3.68  -0.11
H -3.06 -0.43 -5.14  0.01
H -5.31 -4.33 -4.26  0.10
H -2.67 1.82 -4.09  0.10
H 5.67 -0.61 3.60  0.08
H 0.32 0.49 0.84  0.06
H 0.57 3.10 -5.14  0.13
H 6.03 -0.49 1.13  0.06
H -3.01 4.38 -2.07  0.13
H -1.01 2.76 -4.31  0.09
H 0.92 -2.50 -1.54  0.04
H 2.76 6.22 -0.72  0.09
C -1.13 2.74 3.04  -0.07
C -1.55 -3.36 -5.49  -0.41
C -1.34 -2.46 2.13  -0.03
O -6.06 -1.00 2.39  -0.23
H -1.47 5.74 0.31  0.11
H -5.57 -3.64 -5.92  0.09
H 3.50 5.35 3.53  0.07
C -4.19 -6.05 1.49  -0.44
H -6.62 -1.38 -0.04  0.12
H 6.25 -0.85 -3.63  0.08
H 2.78 -1.89 4.85  0.05
H 3.52 -0.98 7.23  0.07
C 5.78 2.45 -2.45  -0.11
H -3.46 -2.21 -1.96  0.06
N 3.17 -0.96 4.75  0.08
H -4.11 -7.42 3.14  0.08
H -0.53 4.24 -2.27  0.13
H 5.10 0.48 0.01  0.05
H -1.46 0.81 6.58  0.07
C -5.09 -4.47 -5.38  -0.10
O -2.59 -0.41 -2.71  -0.20
H 1.06 0.68 5.46  0.11
N -0.16 6.26 -2.25  0.05
H 4.84 -1.83 -4.29  0.09
H -1.15 -1.70 -4.16  0.04
H -0.33 -4.04 5.67  0.06
H 7.65 -2.61 4.44  0.12
C -3.71 0.41 -2.93  -0.24
H 1.70 1.10 -0.10  0.09
H 4.50 -0.01 -5.75  0.08
H 4.13 3.64 -3.87  0.10
H 4.18 -2.25 1.79  0.11
H -4.02 -5.11 -0.51  0.12
H 0.09 -2.04 -5.24  0.09
H 3.25 -0.97 1.14  0.03
H -0.76 0.34 -4.96  0.11
H 2.46 -2.98 0.31  0.01
H 3.05 4.34 -0.40  0.08
O -1.04 2.49 -6.30  -0.20
C 4.50 -1.31 6.75  -0.06
C -1.01 -4.46 -4.66  -0.07
H -5.18 -1.12 4.33  0.09
H 1.62 -0.33 2.27  0.01
C -5.77 -2.18 1.70  -0.21
O 5.36 -0.18 -5.34  -0.14
H 4.60 -0.29 -3.36  0.06
H 1.77 1.26 -6.06  0.06
H 6.03 2.16 -3.44  0.07
H 2.39 6.34 1.92  0.07
H 0.01 -0.93 7.94  0.10
H 0.68 6.00 1.63  0.02
C 0.19 0.99 -4.87  -0.44
H -5.78 1.71 -4.33  0.06
C 0.65 -3.29 3.45  -0.19
C -6.68 -2.30 0.50  -0.45
C -8.16 -2.51 0.80  -0.04
C -3.06 -3.23 -5.38  -0.21
C 2.69 5.14 -1.08  -0.05
O 2.91 2.93 3.21  -0.06
C -4.78 3.52 1.20  -0.06
H 6.85 -4.06 3.70  0.08
H 4.30 -1.54 -1.13  0.13
C -3.45 -5.88 0.14  -0.21
C 3.72 3.68 -2.89  -0.17
H 3.41 -0.89 3.74  0.07
N -3.55 0.40 -5.32  0.07
H 0.82 -5.25 5.08  0.10
H -1.48 -6.32 -1.31  0.08
C 4.20 3.43 2.87  -0.48
N -5.60 -6.35 1.21  0.03
H 2.61 -2.80 -1.87  0.04
H -4.20 5.12 -4.17  0.05
C 0.67 -4.26 5.56  -0.08
C 1.35 6.69 2.00  -0.17
O 1.83 -3.59 -0.15  -0.18
H -0.35 -4.96 -0.76  0.10
H 1.26 -0.29 -3.50  0.08
H 7.73 -4.72 -1.03  0.06
H -0.56 -0.25 3.46  0.08
H -3.39 6.23 -5.19  0.08
H -1.30 -3.46 -6.55  0.14
H 5.39 1.96 4.07  0.08
H 1.14 6.90 3.08  0.10
H -5.31 -3.10 -0.86  0.07
C -0.30 2.46 -5.06  -0.17
H 4.16 4.36 4.83  0.07
O -2.13 2.97 2.07  -0.21
C -2.91 1.85 1.81  -0.22
H 0.18 -4.23 3.22  0.12
C 3.65 5.11 -2.34  -0.40
H 0.74 -0.81 4.12  0.05
H -3.97 1.05 -2.03  0.11
H -6.94 -1.65 4.25  0.10
O -0.89 0.98 5.86  -0.06
N 3.20 5.98 -3.40  0.01
C -2.83 -1.39 -1.64  -0.04
C -0.44 -2.23 3.36  -0.44
H -3.38 -2.87 -4.38  0.12
H 2.75 3.20 -2.90  0.10
C 4.28 4.60 3.79  -0.06
H 6.27 2.50 2.57  0.10
H -3.95 6.78 -3.63  0.10
H -4.64 -0.15 -3.21  0.14
H -5.18 3.40 2.21  0.09
H -4.84 2.96 -5.01  0.07
H 6.30 -4.66 -2.08  0.11
H -3.06 0.78 -6.15  0.09
H -0.46 2.00 2.61  0.07
H -8.62 -2.18 -0.13  0.08
H 4.80 1.49 2.41  0.04
H -1.31 3.96 0.10  0.07
C 0.41 0.63 6.34  -0.48
C 7.12 -4.07 -1.57  -0.14
H 5.38 -0.97 7.38  0.10
H -4.16 -5.15 2.10  0.13
H -1.87 -4.72 -1.66  0.04
C 1.37 0.35 0.61  -0.14
H -1.25 -4.24 -3.61  0.06
C -3.53 -7.20 2.23  -0.07
C 4.76 -1.63 -0.12  -0.39
H -5.93 -5.57 0.55  0.07
H -4.94 2.72 -3.16  0.08
H 2.31 6.48 -3.23  0.06
H -3.40 -6.75 -0.43  0.10
C 5.24 2.29 2.99  -0.04
H 0.20 5.00 0.03  0.06
C -4.84 2.23 -4.19  -0.05
C 4.47 -0.69 5.38  -0.41
C -0.89 4.93 -0.24  -0.05
H 7.12 -2.62 2.70  0.07
C -1.00 5.10 -1.75  -0.42
H -0.75 -2.39 1.11  0.11
O -2.13 -5.34 0.32  -0.21
H -2.00 -1.55 2.06  0.07
H 1.42 -3.06 2.70  0.13
O 5.64 -2.53 4.22  -0.18
H -5.61 1.18 0.04  0.05
H 0.52 0.72 -6.84  0.07
O 1.25 -3.28 4.72  -0.22
H 1.39 -0.61 0.05  0.08
H 7.82 -3.65 -2.34  0.10
C 1.70 -3.22 -1.52  -0.17
H 4.92 -3.71 -0.38  0.11
H -0.52 3.63 3.15  0.10
H -1.26 -5.51 -4.84  0.09
C -3.50 5.91 -4.18  -0.12
H 4.39 -2.36 6.77  0.06
C -1.63 3.72 -6.48  -0.13
H -8.52 -1.90 1.58  0.06
H -2.43 3.66 -7.23  0.10
H -5.56 3.78 0.51  0.07
O 1.17 7.79 1.18  -0.09
H 1.77 8.47 1.32  0.05
H 1.56 -4.07 -2.28  0.10
C -2.43 5.33 -2.21  -0.17
N -6.18 -3.39 -0.36  0.03
H -0.57 6.47 -3.18  0.08
H 1.25 -4.30 6.48  0.09
H -0.92 4.47 -6.85  0.10
O -3.70 -4.47 -5.63  -0.18
N 0.15 -0.94 3.31  0.08
H -2.48 -7.01 2.46  0.08
H 6.50 -0.44 -0.62  0.09
H -1.83 -1.81 -1.55  0.08
H 0.20 0.99 -2.67  0.07
H -2.05 4.08 -5.59  0.04
C 0.47 -0.79 6.92  -0.05
H 2.69 2.06 2.86  0.04
C 0.84 1.71 7.34  -0.04
H 6.26 1.83 -1.72  0.06
H 5.81 -3.03 0.89  0.10
H 0.09 -4.45 -4.79  0.09
C 5.65 -0.41 0.12  -0.03
H -1.55 2.35 3.93  0.06
H -6.79 -3.62 -1.18  0.10
H -3.16 -0.83 -0.76  0.08
N 3.73 -1.85 0.92  0.06
H 4.28 3.79 1.86  0.12
H 1.65 4.92 -1.21  0.02
H 1.52 -1.15 7.05  0.06
O 2.15 0.26 1.76  -0.16
H -3.38 -2.41 -5.98  0.10
H -1.85 -3.38 2.11  0.04
H 0.74 2.68 6.81  0.09
C -6.14 -1.02 3.82  -0.07
H 4.59 5.60 -2.00  0.14
C 5.66 -1.16 4.51  -0.23
H -2.31 1.03 1.36  0.12
C -1.41 -5.33 -0.92  -0.08
N -4.83 1.10 0.62  0.05
H 1.85 1.55 7.68  0.08
H -0.07 -1.54 6.35  0.05
H 0.15 1.71 8.15  0.06
H 4.64 0.42 5.49  0.13
H -5.82 -2.94 2.45  0.12
O 4.40 2.67 -2.10  -0.21
O -2.25 5.51 -3.65  -0.24
H 1.73 1.36 -3.40  0.05
H -1.06 -2.28 4.28  0.14
H -5.66 -7.21 0.71  0.05
H -8.26 -3.59 1.05  0.10
C 0.83 0.74 -3.51  -0.05
H 5.25 5.11 3.78  0.08
C 5.57 -2.92 -0.14  -0.18
H -4.07 4.37 1.30  0.08
H -3.55 -8.15 1.68  0.08
H -3.52 2.38 -0.22  0.15
N -0.96 -2.02 -5.11  0.05
H -4.74 -2.18 1.24  0.13
H -6.53 -0.04 4.03  0.08

Summary:
Maximum force (eV/Å): 3.8
HOMO energy (eV): -8.6
Gap between HOMO and LUMO (Eh): 0.3313
Net charge: 0


> Among the records above, which one has the lowest HOMO energy?

C54H153N11O17


> The highest HOMO energy belongs to which entry?

C54H147N7O29